Entry 1:
Density functional theory data (ωB97M-V/def2-TZVPD) for a molecular structure, C79H149AsF6N10O3 in a non-equilibrium geometry.

```
248
Properties=species:S:1:pos:R:3:mulliken_charge:R:1
H 2.239 -8.877 5.481 0.3091
H -10.890 -9.500 1.954 0.4833
H -6.584 4.300 -6.357 0.3009
N 1.246 2.447 8.912 0.2796
H 2.360 0.581 8.602 0.3888
C 6.402 5.139 -9.843 -0.3574
C 0.519 -8.767 -3.100 -0.5996
C 1.479 -9.412 -3.904 -0.7536
H 5.164 -6.239 3.804 0.3841
H -8.387 -5.138 2.364 0.3779
C -12.333 -11.561 5.499 -0.3025
H -1.858 6.480 -6.132 0.4058
H -6.724 9.604 7.160 0.4459
H -3.974 8.053 -4.836 0.3206
H -2.317 4.869 -10.056 0.3403
H -4.837 2.963 -5.714 0.2993
H -0.073 -6.520 5.436 0.3550
C 2.324 -7.852 5.120 -0.7528
H -5.663 13.349 7.643 0.3048
H -4.412 7.151 -3.290 0.4571
H 8.176 6.388 -11.896 0.3541
H -2.104 4.810 -6.444 0.2833
C -2.127 5.975 -8.262 -0.6157
N 2.972 -0.263 -8.532 0.1052
C -5.255 9.678 4.959 -0.9280
C -6.102 12.041 4.768 -0.8737
H 1.082 -11.266 -6.830 0.4328
H 11.538 4.604 -3.939 0.4722
H -1.771 7.386 2.826 0.3641
H -9.004 -5.525 0.618 0.3080
H -14.162 -13.167 6.455 0.3540
C 8.867 4.426 0.286 -0.4254
H -14.888 -9.568 6.461 0.4515
H -7.798 10.329 6.054 0.5248
C 1.278 2.137 10.380 -1.0285
H -3.021 4.448 -4.544 0.3805
H 8.836 5.291 -0.377 0.1760
C 10.938 2.733 -4.702 -1.1489
H 8.347 3.407 -2.376 0.2675
H 2.587 -12.296 -5.533 0.3804
H 2.731 7.204 10.650 0.3621
C 4.772 -8.420 5.377 -0.4455
C -13.988 -9.857 5.939 -0.3207
C -6.010 5.985 -5.166 -0.5377
H -3.790 4.603 -8.949 0.2975
H 4.019 7.719 9.698 0.3581
H 4.717 -12.089 -6.782 0.3061
C 4.891 3.282 -10.142 1.1593
H 0.531 1.377 10.608 0.3909
H -13.935 -12.069 7.817 0.3837
H 7.867 4.902 2.085 0.2985
C -13.291 -8.892 5.222 -0.6498
H 1.479 -12.033 -3.654 0.4494
C 7.061 3.115 1.211 -0.7089
H 1.246 -6.690 3.554 0.1828
C -0.705 1.719 7.460 -0.6749
H -1.544 -7.933 3.083 0.3298
H -11.746 -6.881 5.240 0.5662
H 10.155 1.974 -4.711 0.2894
H -0.061 -0.005 8.505 0.3173
H -0.759 -7.534 -4.422 0.3505
C 5.753 4.521 -12.006 -0.3819
H -5.447 8.738 5.476 0.3554
H 1.087 -1.129 -7.949 0.3315
H 6.658 -7.870 4.437 0.3214
H 2.389 -9.824 -3.469 0.4985
C 4.554 -10.129 -7.478 -1.1699
H -5.464 3.019 -4.118 0.3438
C -3.404 8.370 3.951 -0.6063
H -0.756 -9.363 -6.171 0.4091
H -2.322 -7.067 4.365 0.3648
C 3.540 1.088 -10.416 -0.5896
H -7.213 4.132 -4.832 0.4291
F -1.421 -1.401 0.141 -0.4733
H 9.825 2.126 1.375 0.3666
C 2.830 0.015 -9.877 -0.3356
H 5.801 3.910 -8.227 0.3333
H 11.813 2.239 -4.281 0.3176
C -2.454 5.799 -6.739 -0.5543
H -0.653 2.013 6.412 0.3592
C 10.721 3.894 -3.806 -0.9642
H -0.426 -8.082 5.607 0.4720
H 1.655 -9.639 -6.632 0.5265
C 5.273 -9.123 3.175 -0.5914
H 3.008 -9.127 3.156 0.3000
H 4.616 2.924 -12.396 0.2828
H 0.714 -7.767 -2.711 0.3600
H 2.334 -2.092 -8.616 0.4249
C 2.252 3.572 8.448 -0.7301
C -9.205 -5.241 1.651 -0.8652
H 5.033 -7.676 6.129 0.3533
O 2.725 6.795 -3.576 -0.4745
H 4.143 -5.737 5.030 0.3570
H -1.740 1.463 7.686 0.3195
H -4.183 4.814 -3.286 0.4672
C 3.890 7.422 -3.919 0.6213
N 8.949 2.978 -0.405 0.4125
H -7.877 12.400 7.201 0.3277
H 2.300 7.984 9.157 0.3320
H -4.117 7.149 -6.750 0.3658
C 4.138 2.044 -9.566 1.2934
H 3.504 0.276 -6.655 0.4048
O 4.907 6.984 -3.359 -0.7533
H -13.648 -7.878 5.118 0.5542
H 1.213 5.529 8.751 0.2360
H 2.705 -1.552 -7.024 0.3541
C -7.118 11.748 7.635 -0.6223
H 2.439 -0.781 -10.493 0.3568
H 4.451 -9.385 5.771 0.4223
C -2.038 8.385 3.171 -1.2691
H 1.940 4.888 10.199 0.4130
C -0.535 -9.616 -5.134 -0.6303
C -0.212 -7.389 4.793 -0.7795
F 0.786 0.720 -1.533 -0.4431
C -3.797 9.754 4.416 -0.3877
C 7.543 2.414 -0.071 -0.6239
H -5.892 9.525 4.088 0.3980
H -6.882 11.706 4.085 0.2983
H 1.904 -8.638 -4.542 0.3853
C 9.941 2.059 0.293 -1.0122
N -5.714 10.895 5.724 0.1914
C 0.548 -11.873 -4.198 -0.9674
H 0.303 -9.377 -2.223 0.3368
H -2.731 6.958 -4.011 0.3895
H 10.865 2.494 -0.088 0.3980
H -3.319 7.664 4.777 0.3718
H 10.020 1.055 -0.124 0.3516
H 7.493 1.345 0.138 0.3083
C 3.155 5.956 8.788 -0.4956
H 6.906 5.283 0.634 0.4169
C 10.439 3.840 -2.307 -0.3660
H -1.635 -8.607 -3.504 0.3322
C -11.180 -7.050 4.336 -0.6084
H -1.246 -6.197 3.272 0.3558
H 3.334 -11.850 -7.983 0.3476
C 1.606 -10.609 -6.137 -0.9118
C -4.757 11.431 6.812 -0.7203
H -0.337 -11.865 -3.562 0.3292
H 6.865 5.891 -9.220 0.4397
C -5.670 12.270 7.800 -0.6705
H 9.996 4.567 -4.264 0.4240
H 9.681 4.549 1.000 0.3055
F -1.345 -0.252 -2.195 -0.5097
C -12.109 -9.312 4.567 0.7999
C 3.871 -11.484 -7.108 -0.5387
H -9.566 -7.634 0.891 0.3970
H 6.021 4.671 -13.041 0.4733
H -1.337 -10.326 -4.933 0.3222
H 0.299 -12.728 -4.826 0.3421
H 3.927 -9.239 -7.419 0.2766
H 2.977 5.993 7.713 0.3205
C 9.248 2.979 -1.938 -0.6066
C 5.918 -8.666 4.522 -0.7561
H 6.651 7.027 -12.640 0.3809
H 6.552 -9.480 4.873 0.3988
H 2.302 -7.170 5.971 0.3698
N 6.423 5.420 -11.196 0.0784
H 6.796 2.846 -0.737 0.4458
C -11.297 -8.339 3.772 0.7465
C 4.118 -6.309 4.103 -0.9876
C -10.755 -8.591 2.522 -0.5638
H 11.271 3.178 -5.640 0.3764
H 0.997 3.095 10.818 0.4154
As -0.381 -0.219 -0.667 1.9856
C -3.931 6.114 -6.463 -0.8486
H -0.871 2.922 9.318 0.3699
H 5.144 -10.168 -8.394 0.3649
H 2.275 1.841 10.708 0.3328
H 3.383 6.242 -3.148 0.3214
H -0.239 3.741 7.905 0.1618
H 11.327 3.708 -1.689 0.4206
F 0.638 -1.716 -1.118 -0.5474
C 7.133 6.661 -11.734 -0.8618
C 1.159 -7.603 4.142 -0.1803
C 5.738 4.018 -9.300 -0.6833
C -2.722 4.799 -9.046 -1.0690
F 0.549 -0.104 0.904 -0.5236
H 5.168 -10.207 3.145 0.3519
H 0.391 -0.071 6.769 0.4222
C 4.937 3.502 -11.542 -0.6277
C -5.161 3.663 -4.944 -0.4912
N -4.452 6.055 -5.020 0.0477
H 7.052 7.458 -10.995 0.3521
C 0.309 0.563 7.651 -0.6535
C -14.341 -12.152 6.809 -0.9130
H -4.276 10.667 7.423 0.3911
C 7.569 4.552 1.097 -0.6106
C 3.019 7.297 9.602 -1.2660
H 4.465 2.460 -7.478 0.3596
H 5.898 -8.934 2.303 0.3540
H 3.807 -7.870 2.211 0.3050
N -13.557 -11.145 6.084 0.0512
C -4.070 4.685 -4.363 -0.6688
H 7.335 2.753 2.202 0.3474
C 3.514 0.612 -7.681 -0.2547
H 3.214 3.153 8.741 0.3731
C 2.168 -1.264 -7.928 -1.0180
O 4.029 8.281 -4.787 -0.7130
H -10.726 -10.944 4.295 0.4362
H 10.048 4.809 -1.997 0.2504
C -0.240 2.790 8.438 -0.2878
H -1.176 8.715 3.751 0.3171
H -2.321 3.981 -8.449 0.2895
H -6.367 12.963 5.285 0.3955
C -6.912 10.548 6.650 -0.7517
H 3.391 -10.835 -5.056 0.3194
H -11.990 -12.568 5.687 0.4567
H 1.963 1.543 7.086 0.3693
C -10.130 -7.571 1.810 -0.2136
N 3.728 -7.712 4.456 0.1733
C 4.120 1.731 -8.196 -0.6891
H -9.832 -4.349 1.650 0.3512
H 3.398 -5.947 3.369 0.3542
H -1.060 5.860 -8.455 0.3410
H 3.604 1.163 -11.491 0.3144
H -4.024 11.998 6.238 0.5460
C -11.626 -10.607 4.789 -0.6847
F -1.482 1.103 -0.155 -0.4895
C -0.675 -8.543 -4.017 -0.6294
H -6.384 6.682 -5.916 0.3619
H -3.678 10.528 3.658 0.4415
H -2.231 9.182 2.454 0.3482
H -7.485 11.451 8.617 0.3514
H -3.096 10.113 5.169 0.3335
H 9.330 1.950 -2.290 0.4301
C -3.779 7.209 -4.175 -0.9145
C 3.878 -8.472 3.117 -0.4330
C -6.324 4.528 -5.323 -0.6318
H -5.113 12.184 4.334 0.4043
H -5.437 12.047 8.841 0.3545
H -10.500 -5.009 3.977 0.4418
H 5.986 3.155 1.387 0.3905
H -6.354 6.230 -4.161 0.3707
C -1.387 -7.135 3.809 -1.2785
C 2.060 4.948 9.117 -0.5249
H 5.345 -9.960 -6.747 0.3236
H -4.157 7.893 3.323 0.3643
H 1.115 -8.447 3.453 0.3904
C 2.926 -11.330 -5.908 -0.5024
H -15.406 -11.939 6.711 0.3572
H -2.541 6.938 -8.563 0.3856
C -10.511 -6.025 3.609 -0.3792
N -10.049 -6.306 2.381 -0.0152
N 0.781 -10.443 -4.863 0.3099
C 1.634 1.192 8.064 -0.6127
H 2.125 3.787 7.387 0.4108
H -4.634 5.560 -7.086 0.4547
H 4.151 5.608 9.061 0.3416
```

Energy ... -182442.803 eV
HOMO ... -13.966 eV
E_LUMO ... -12.56 eV
Net charge ... +8

Entry 2:
Density functional theory data (ωB97M-V/def2-TZVPD) for a single C7H10 molecule in a non-equilibrium geometry.

```
17
Properties=species:S:1:pos:R:3:mulliken_charge:R:1
H 1.405 -1.626 0.637 0.3345
H 2.057 1.084 1.289 0.2560
H -0.230 0.160 2.023 0.2294
H 1.272 -1.352 -1.111 0.2800
C 0.483 0.295 -0.059 0.8866
H -1.020 -2.509 0.417 0.3660
C -0.551 0.471 -1.160 -0.8803
C -1.439 -0.665 -0.641 -0.2911
C -0.145 0.844 1.164 -0.7823
H -0.161 0.240 -2.161 0.2846
H -2.518 -0.598 -0.575 0.3738
C 0.769 -1.195 -0.144 -0.7962
H -1.050 1.444 1.053 0.2603
H -1.006 1.469 -1.185 0.3219
H 1.546 2.230 -0.004 0.2364
C -0.678 -1.644 -0.141 -0.3489
C 1.265 1.352 0.598 -0.7307
```

Energy ... -7418.575 eV
SMILES ... C1=CCC2(C1)CC2
HOMO ... -9.021 eV
E_LUMO ... 1.18 eV
Energy above the lowest of the compared OMol25 structures with the same formula, charge and spin ... 237.33 kJ/mol